1.
{
  "formula": "C20H29F6N6O4PdS4",
  "method": "wB97M-V/def2-TZVPD",
  "charge": -1,
  "multiplicity": 1,
  "gap_ev": 6.616,
  "lumo_ev": 2.58,
  "total_energy_ev": -101468.50531,
  "e_homo_ev": -4.03,
  "elements": ["C", "F", "N", "H", "C", "N", "H", "C", "H", "F", "N", "C", "H", "H", "N", "C", "C", "H", "C", "N", "H", "H", "F", "H", "F", "O", "Pd", "C", "O", "N", "H", "H", "H", "H", "C", "H", "S", "F", "H", "F", "H", "H", "C", "H", "C", "C", "H", "H", "C", "H", "H", "H", "H", "H", "C", "H", "C", "H", "H", "H", "S", "S", "C", "C", "O", "O", "C", "C", "C", "S"],
  "positions_angstrom": [[2.1421, 2.8367, -1.2073], [1.2560, 1.6548, 3.7453], [-0.4015, 3.9128, -1.6208], [1.7943, -5.4907, -2.8545], [2.2023, -3.3719, -3.1706], [1.6859, 4.0191, -0.6127], [0.3438, -4.4846, -3.0287], [-0.0377, 5.6684, -0.0576], [2.7912, -1.2135, -1.4762], [-0.9016, 1.7428, 3.8841], [1.1636, -2.0580, -0.5420], [3.4316, 3.3720, 0.5739], [1.9939, -1.2996, -3.7597], [-1.7146, 6.9141, 0.3778], [3.2421, 2.4805, -0.4741], [-3.3732, 2.3079, 1.5654], [-2.5983, -3.8320, 0.8947], [3.7773, 0.5052, -0.0619], [-1.8256, -2.6558, 1.4974], [-1.3600, 0.5268, 1.3368], [5.1136, 1.5835, -0.5469], [1.2576, -4.4470, -1.5253], [-2.5665, 3.3313, 1.8216], [-1.2982, -5.0732, 3.1349], [0.0935, -0.1725, 3.6769], [1.2769, 0.4901, 1.1871], [0.0493, 1.2924, -0.9171], [-1.3508, 6.0731, -0.1994], [-2.4519, 1.6361, -0.7684], [-0.4715, -2.5413, 0.9723], [1.2685, -0.3125, -1.7052], [-0.8779, -5.0950, 0.6716], [2.2924, 5.1387, 1.1473], [3.9287, 1.0269, -1.7566], [-1.6544, 4.3329, -1.7788], [1.7611, -2.0694, 0.2709], [-1.3090, -1.4479, -1.3177], [-3.7816, 1.7964, 2.7318], [-3.5860, -3.8652, 1.3672], [-4.4570, 2.7928, 0.9286], [-1.4779, -6.7183, 2.5206], [0.4875, -2.0620, -3.2588], [1.7232, -1.3203, -1.6715], [-1.7269, -2.7692, 2.5779], [2.4891, 4.3112, 0.4912], [1.5504, -1.9887, -3.0338], [-2.7476, -3.6095, -0.1638], [4.2136, 3.2353, 1.3029], [-1.8953, -5.7089, 2.4753], [-2.3780, -1.7371, 1.3066], [-3.2235, 5.6794, -1.2033], [2.3859, -3.5674, -4.2316], [-2.4086, -5.9092, 0.3972], [0.6259, 6.1923, 0.6166], [0.3747, 4.5544, -0.7788], [0.2646, -2.4965, 1.6581], [-1.9033, -5.1822, 1.0396], [-2.2460, 3.7780, -2.4961], [-2.9120, -5.7474, 2.8778], [3.1814, -3.3629, -2.6740], [1.7531, 2.1644, -2.7161], [0.0602, 1.2793, 1.4317], [-0.1668, -2.0247, -0.2424], [4.0693, 1.3229, -0.7214], [-3.6674, -0.0180, 0.6209], [0.0765, 2.7358, 1.3658], [-2.1870, 5.3971, -1.0742], [0.1136, 1.1153, 3.2795], [1.3541, -4.5195, -2.6096], [-2.6313, 0.9709, 0.5094]],
  "lowdin_charge": [-0.717, 0.100, 0.091, 0.059, -0.259, 0.004, 0.072, -0.013, 0.106, 0.116, -0.006, -0.052, 0.107, 0.104, -0.128, -0.668, -0.208, 0.082, -0.218, -0.312, 0.088, 0.053, 0.129, 0.063, 0.096, -0.340, 0.256, -0.072, -0.346, 0.008, 0.010, 0.093, 0.110, 0.044, -0.127, 0.125, 0.751, 0.120, 0.114, 0.106, 0.061, 0.063, -0.259, 0.119, -0.059, -0.217, 0.078, 0.122, -0.120, 0.059, 0.101, 0.094, 0.100, 0.097, -0.294, 0.132, -0.271, 0.113, 0.069, 0.099, 0.633, 0.521, -0.799, -0.052, -0.306, -0.311, -0.068, -0.671, -0.119, 0.542]
}

=====

2.
{
  "formula": "C8H13BBr2F12N2O11S4Zr",
  "method": "wB97M-V/def2-TZVPD",
  "charge": 0,
  "multiplicity": 1,
  "gap_ev": 8.820,
  "lumo_ev": -1.78,
  "total_energy_ev": -251999.37657,
  "e_homo_ev": -10.60,
  "elements": ["O", "F", "C", "F", "C", "H", "F", "O", "Br", "H", "S", "F", "F", "O", "F", "O", "H", "H", "O", "C", "F", "Zr", "O", "F", "C", "F", "H", "S", "H", "F", "H", "C", "H", "O", "S", "F", "O", "N", "C", "H", "O", "N", "C", "S", "H", "H", "C", "F", "O", "O", "B", "Br", "H", "H"],
  "positions_angstrom": [[-0.4694, -0.4789, 2.1371], [1.2505, 5.4290, -2.6859], [-1.0176, 0.1221, -3.1089], [3.5215, -2.7149, 0.1209], [-6.2274, -4.7667, -0.8354], [-4.6732, -3.2772, -1.1700], [2.7795, -3.5220, 1.9425], [-0.8413, 4.0472, -1.0390], [-5.5961, -6.2485, -1.9600], [-2.4549, 3.1203, 1.3867], [3.6735, 0.8396, -0.0334], [2.5318, 3.6899, -2.7170], [1.4262, -2.6129, 0.5046], [-0.6839, -0.4846, 0.0859], [4.0213, 1.8807, 2.4607], [0.8324, 1.6509, 3.0639], [-0.6117, 3.0269, 1.1042], [-1.3148, 1.7875, 2.0915], [2.2537, -0.7154, 3.0990], [-0.8847, -1.1364, 1.1479], [-1.0695, 0.1474, -4.4143], [0.3878, 1.2911, 0.8714], [-0.5517, 3.2731, -3.2846], [-1.2223, -1.0790, -2.5904], [2.6066, -2.5547, 1.0835], [-1.9756, 0.8891, -2.5929], [-6.8154, -5.0669, 0.0248], [2.9724, -0.8382, 1.8457], [-6.7927, -4.0579, -1.4336], [2.0772, 4.6305, -0.8507], [-4.1305, -4.6616, -0.1606], [-4.9475, -3.9901, -0.3995], [0.8251, 0.9952, 3.7806], [1.4000, -0.4466, -1.9859], [-0.0326, 3.2884, -1.9531], [4.3616, 3.2366, 0.8286], [4.6226, -0.1103, -0.5410], [0.3774, 1.7500, -1.2552], [1.5888, 4.3168, -2.0553], [-0.5648, -3.2300, 1.0055], [3.1515, 1.6251, -1.1227], [2.2730, 0.2949, 0.9101], [-1.3730, -2.5422, 1.2348], [0.6866, 0.7069, -2.5033], [0.8865, 2.5126, 3.5005], [-1.7090, 1.8126, 0.3085], [4.5778, 1.9932, 1.2531], [5.8520, 1.7180, 1.3071], [4.3834, -0.8559, 2.1160], [1.3006, 1.3208, -3.6498], [-1.5558, 2.4374, 1.2199], [-5.2685, -2.9584, 1.2241], [-1.7227, -2.7917, 2.2320], [-2.1146, -2.6925, 0.4514]],
  "lowdin_charge": [-0.085, 0.167, -0.672, 0.142, -0.663, 0.052, 0.198, -0.283, 0.616, 0.047, 0.708, 0.162, 0.157, -0.123, 0.126, -0.118, -0.033, -0.020, -0.299, -0.610, 0.194, 1.843, -0.238, 0.143, -0.652, 0.135, 0.045, 0.625, 0.056, 0.133, 0.026, -0.715, 0.103, -0.286, 0.684, 0.147, -0.228, -0.439, -0.662, 0.086, -0.309, -0.431, 0.043, 0.643, 0.118, -0.004, -0.647, 0.201, -0.237, -0.256, -0.378, 0.611, 0.099, 0.077]
}

=====

Number 1 is which compound?
C20H29F6N6O4PdS4